No. 1
Computed, not measured: 10 unconnected molecules or ions with the total composition C46H61F9N2O33P at a distorted geometry, with wB97M-V/def2-TZVPD.

ORCA input file:
```
! RIJCOSX wB97M-V def2-TZVPD def2/J DEFGRID3
* xyz 1 1
C 5.86 1.57 2.50
C 5.99 2.35 1.06
C 5.41 1.44 -0.22
C 4.88 2.43 -1.45
C 3.29 2.20 -1.80
C 2.32 3.48 -1.33
C 0.85 2.82 -1.02
C -0.43 3.11 -2.02
C -0.22 4.12 -3.33
C -0.59 5.68 -2.89
C -1.94 5.79 -1.94
C 0.62 6.43 -2.06
N -1.77 2.47 -1.76
C -2.13 1.55 -0.61
C -0.98 1.15 0.53
O -1.24 0.25 1.67
C -1.93 0.94 2.77
C -3.56 0.89 2.48
C -4.10 -0.66 2.20
O -4.21 1.30 3.77
C 0.52 1.83 0.29
C 1.75 1.56 1.35
O 1.80 0.33 1.92
O 2.83 2.49 1.69
P 2.26 3.87 2.59
N 3.36 5.07 2.33
O 0.73 4.51 2.07
O 2.22 3.62 4.32
H 5.59 2.39 3.31
H 4.94 0.85 2.45
H 6.84 0.97 2.81
H 7.12 2.61 0.90
H 5.34 3.33 1.07
H 4.61 0.65 0.11
H 6.35 0.81 -0.59
H 5.18 3.56 -1.30
H 5.49 2.06 -2.41
H 2.93 1.25 -1.23
H 3.09 2.10 -2.97
H 2.78 4.06 -0.40
H 2.34 4.24 -2.22
H 0.85 4.06 -3.80
H -1.08 3.80 -4.09
H -0.79 6.34 -3.85
H -2.72 5.00 -2.30
H -1.58 5.53 -0.83
H -2.38 6.90 -1.88
H 1.64 6.48 -2.66
H 0.76 5.87 -1.02
H 0.31 7.55 -1.80
H -2.55 2.71 -2.43
H -3.23 1.11 -0.50
H -1.76 0.26 3.74
H -1.52 2.00 3.03
H -3.92 1.65 1.66
H -3.24 -1.45 2.16
H -4.91 -1.01 2.99
H -4.62 -0.65 1.14
H -4.47 2.26 3.64
H 3.79 5.37 3.24
H 0.71 5.52 2.05
H 3.11 3.88 4.68
C -4.03 -3.64 5.28
C -3.02 -4.40 4.49
O -3.79 -5.05 3.51
C -4.87 -4.24 3.30
O -5.61 -4.32 2.34
O -5.00 -3.32 4.30
F -2.42 -5.34 5.26
H -4.50 -4.25 6.07
H -3.62 -2.74 5.73
H -2.26 -3.77 4.01
C -2.24 5.51 4.26
C -2.97 5.81 5.52
O -4.33 5.63 5.16
C -4.31 4.70 4.16
O -5.29 4.09 3.78
O -3.05 4.54 3.64
F -2.80 7.09 5.90
H -2.16 6.39 3.60
H -1.23 5.13 4.44
H -2.72 5.14 6.35
C 5.31 -2.57 2.06
C 6.40 -3.33 1.38
O 7.18 -2.32 0.78
C 7.02 -1.23 1.58
O 7.74 -0.25 1.55
O 5.95 -1.37 2.43
F 5.90 -4.12 0.41
H 4.47 -2.35 1.39
H 4.92 -3.10 2.94
H 7.02 -3.92 2.06
C -4.57 3.15 -6.45
C -4.85 3.05 -4.99
O -3.76 3.73 -4.40
C -3.37 4.66 -5.33
O -2.65 5.61 -5.09
O -3.91 4.39 -6.56
F -4.82 1.77 -4.57
H -3.91 2.35 -6.81
H -5.49 3.13 -7.05
H -5.78 3.53 -4.68
C 1.64 4.82 -8.42
C 0.65 4.24 -7.46
O 1.43 3.97 -6.31
C 2.43 4.90 -6.34
O 3.14 5.16 -5.39
O 2.54 5.49 -7.57
F 0.16 3.07 -7.92
H 2.18 4.05 -8.98
H 1.17 5.51 -9.13
H -0.17 4.91 -7.20
C -3.30 -5.15 -0.33
C -1.99 -4.45 -0.21
O -1.65 -4.15 -1.55
C -2.85 -4.01 -2.18
O -2.98 -3.48 -3.27
O -3.88 -4.52 -1.45
F -1.04 -5.28 0.29
H -3.19 -6.22 -0.53
H -3.92 -5.02 0.57
H -2.02 -3.53 0.38
C 7.57 -3.21 5.99
C 6.33 -3.18 6.81
O 5.30 -3.27 5.86
C 5.84 -3.98 4.82
O 5.18 -4.50 3.94
O 7.20 -4.04 4.91
F 6.21 -1.99 7.45
H 7.86 -2.22 5.61
H 8.42 -3.63 6.53
H 6.25 -4.00 7.53
C -0.20 -9.57 0.55
C 0.52 -9.75 -0.74
O -0.48 -9.52 -1.71
C -1.35 -8.65 -1.11
O -2.19 -8.00 -1.72
O -1.17 -8.59 0.24
F 0.96 -11.02 -0.88
H -0.71 -10.49 0.88
H 0.46 -9.23 1.36
H 1.35 -9.05 -0.89
C -4.73 -6.89 -3.96
C -5.97 -6.86 -3.13
O -7.00 -6.95 -4.09
C -6.46 -7.66 -5.12
O -7.12 -8.18 -6.01
O -5.10 -7.72 -5.04
F -6.09 -5.68 -2.49
H -4.44 -5.90 -4.34
H -3.88 -7.31 -3.41
H -6.05 -7.68 -2.42
*
```

Computed properties:
DFT total energy	-152964.5452	eV
lowest unoccupied orbital energy	-4.91	eV
HOMO level	-11.5	eV

Atomic partial charges in e from the Mulliken method, atoms 1 to 8: -0.6626, -0.6368, -0.1846, -0.6886, -0.4342, -0.5112, 0.1662, -0.4151

***

No. 2
Computed, not measured: 7 unconnected molecules or ions with the total composition C46H63Br3FN8O3PS at a distorted geometry, with wB97M-V/def2-TZVPD.

ORCA input file:
```
! RIJCOSX wB97M-V def2-TZVPD def2/J DEFGRID3
* xyz 0 1
C -1.49 -4.30 3.07
C -1.59 -3.32 1.76
C -2.79 -2.28 1.97
C -4.13 -3.13 1.90
C -2.76 -0.98 0.96
P -2.72 -1.83 -0.76
C -3.14 -0.61 -2.19
C -0.95 -2.42 -1.25
C -0.56 -2.16 -2.77
O -1.36 -0.57 1.16
S -0.84 0.76 0.36
O 0.37 1.16 1.20
O -0.31 0.59 -1.03
C -2.10 2.19 0.49
C -1.64 3.32 -0.49
Br 0.35 3.66 -0.73
C -2.33 4.28 -1.26
C -1.64 5.37 -2.23
Br -4.26 4.46 -1.20
C -3.57 1.63 0.62
N -4.22 2.71 1.46
F -4.39 1.55 -0.55
C -3.80 0.15 1.30
C -3.86 0.36 2.92
C -2.54 0.87 3.64
C -2.06 -0.06 4.90
Br -2.92 2.66 4.52
C -5.37 -0.15 0.97
C -5.91 -1.24 0.04
C -7.42 -1.36 -0.16
C -8.42 -0.45 0.53
N -7.94 0.57 1.36
C -6.56 0.70 1.54
H -0.47 -4.78 3.12
H -1.76 -3.69 4.02
H -2.30 -5.11 2.97
H -0.54 -2.88 1.67
H -1.84 -4.02 0.88
H -2.63 -1.98 3.07
H -5.01 -2.50 2.30
H -4.43 -3.44 0.83
H -4.13 -4.09 2.51
H -3.02 -1.07 -3.22
H -4.28 -0.46 -2.07
H -2.69 0.42 -2.06
H -0.13 -1.99 -0.59
H -0.93 -3.56 -1.08
H -1.23 -2.78 -3.47
H -0.56 -1.05 -3.06
H 0.53 -2.51 -2.92
H -1.81 2.59 1.55
H -1.02 6.14 -1.67
H -1.02 4.75 -2.98
H -2.41 5.92 -2.87
H -5.14 2.95 1.06
H -3.67 3.57 1.44
H -4.66 1.08 3.28
H -4.19 -0.61 3.46
H -1.61 1.07 3.03
H -2.91 -0.74 5.27
H -1.68 0.58 5.77
H -1.21 -0.74 4.55
H -5.26 -1.98 -0.48
H -7.81 -2.19 -0.85
H -9.55 -0.54 0.38
H -6.32 1.60 2.23
N 1.84 4.74 -3.47
C 2.29 3.50 -3.83
C 3.07 3.64 -4.95
C 3.10 5.02 -5.27
C 2.33 5.67 -4.34
H 1.24 4.94 -2.68
H 2.01 2.63 -3.26
H 3.57 2.84 -5.48
H 3.62 5.48 -6.10
H 2.10 6.72 -4.22
N -2.26 -0.91 8.54
C -1.27 -0.75 9.48
C -1.02 -1.98 10.03
C -1.88 -2.92 9.40
C -2.63 -2.23 8.49
H -2.65 -0.17 7.98
H -0.84 0.22 9.67
H -0.29 -2.19 10.80
H -1.94 -3.98 9.60
H -3.40 -2.56 7.80
N 1.73 -5.37 0.39
C 2.19 -6.61 0.01
C 2.96 -6.46 -1.11
C 2.97 -5.08 -1.43
C 2.21 -4.43 -0.48
H 1.14 -5.19 1.18
H 1.92 -7.49 0.58
H 3.45 -7.25 -1.65
H 3.49 -4.60 -2.26
H 1.97 -3.39 -0.36
N 4.79 -3.82 2.22
C 5.88 -4.60 2.54
C 6.98 -3.78 2.62
C 6.54 -2.46 2.35
C 5.19 -2.51 2.11
H 3.85 -4.16 2.09
H 5.77 -5.66 2.67
H 7.98 -4.10 2.85
H 7.15 -1.57 2.33
H 4.48 -1.74 1.87
N 4.78 0.02 -6.30
C 3.67 -0.78 -6.37
C 3.43 -1.06 -7.69
C 4.44 -0.41 -8.45
C 5.26 0.24 -7.56
H 5.18 0.38 -5.45
H 3.14 -1.07 -5.47
H 2.62 -1.66 -8.07
H 4.55 -0.43 -9.52
H 6.14 0.85 -7.72
N 5.64 7.00 -4.04
C 5.66 8.37 -4.12
C 6.96 8.76 -4.34
C 7.75 7.59 -4.41
C 6.91 6.52 -4.21
H 4.82 6.44 -3.87
H 4.76 8.94 -4.01
H 7.30 9.78 -4.46
H 8.82 7.53 -4.57
H 7.11 5.46 -4.19
*
```

Computed properties:
DFT total energy	-299745.2976	eV
lowest unoccupied orbital energy	-0.68	eV
HOMO level	-8.1	eV

Atomic partial charges in e from the Mulliken method, atoms 1 to 8: -1.1226, -0.4148, 0.1741, -1.1806, 0.4407, -0.2722, -0.9398, 0.4512

***

No. 3
Computed, not measured: a molecular structure, C46H63ClFGeIrN10O7S at a distorted geometry, with wB97M-V/def2-TZVPD.

ORCA input file:
```
! RIJCOSX wB97M-V def2-TZVPD def2/J DEFGRID3
* xyz 3 2
Ir -1.37 -0.53 0.14
F 4.87 -3.13 -0.42
C 4.62 -1.80 -0.36
C 3.32 -1.40 -0.33
C 3.01 -0.04 -0.17
C 1.61 0.38 -0.21
O 0.74 -0.45 -0.57
C 1.38 1.74 0.09
C 2.44 2.58 0.26
N 3.73 2.21 0.20
C 4.77 3.23 0.27
C 4.67 4.31 1.29
C 5.70 3.24 1.45
C 4.05 0.88 -0.01
C 5.38 0.44 -0.10
C 5.70 -0.89 -0.31
N 7.03 -1.28 -0.51
C 7.37 -2.56 -1.11
C 8.71 -2.47 -1.83
N 9.78 -1.99 -0.90
C 9.39 -0.68 -0.29
C 8.06 -0.84 0.43
C 0.02 2.34 0.12
O -0.10 3.55 0.22
O -1.05 1.59 0.00
H 2.52 -2.12 -0.40
H 2.25 3.63 0.44
H 5.17 3.47 -0.70
H 3.83 4.30 1.97
H 4.99 5.31 1.00
H 5.53 2.50 2.22
H 6.74 3.48 1.29
H 6.17 1.17 -0.03
H 6.63 -2.84 -1.85
H 7.42 -3.36 -0.36
H 8.65 -1.76 -2.66
H 8.98 -3.44 -2.23
H 10.67 -1.90 -1.40
H 9.93 -2.68 -0.16
H 9.30 0.05 -1.10
H 10.16 -0.35 0.40
H 7.79 0.10 0.89
H 8.18 -1.58 1.23
Cl -4.40 -0.35 -1.41
C -3.44 -1.28 -0.29
H -3.22 -2.27 -0.69
H -3.96 -1.30 0.66
C -7.76 1.00 0.33
C -7.35 2.37 0.86
C -6.32 2.33 1.99
C -4.97 1.74 1.56
Ge -4.26 2.82 0.09
C -3.77 4.65 0.53
C -3.04 5.57 -0.46
C -3.94 6.22 -1.52
C -4.38 5.29 -2.64
H -8.60 1.10 -0.36
H -8.08 0.36 1.15
H -6.94 0.51 -0.20
H -8.25 2.88 1.23
H -6.96 2.99 0.03
H -6.71 1.72 2.81
H -6.18 3.34 2.37
H -5.06 0.71 1.23
H -4.26 1.77 2.39
H -4.56 2.41 -1.34
H -3.17 4.55 1.44
H -4.73 5.09 0.83
H -2.19 5.07 -0.92
H -2.63 6.38 0.15
H -3.39 7.06 -1.95
H -4.82 6.64 -1.02
H -3.52 4.97 -3.24
H -5.06 5.81 -3.32
H -4.90 4.41 -2.27
C 1.13 -4.45 -1.74
C 0.11 -5.49 -1.26
C -0.52 -5.15 0.10
C -1.42 -6.30 0.59
C -2.19 -5.96 1.87
C 0.61 -4.96 1.10
O 1.39 -5.84 1.38
N 0.76 -3.70 1.66
C -0.03 -2.62 1.37
O 0.21 -1.51 1.85
N -1.11 -2.75 0.58
C -1.42 -3.92 -0.09
O -2.40 -4.01 -0.80
H 1.46 -4.68 -2.75
H 2.02 -4.46 -1.10
H 0.70 -3.45 -1.73
H 0.61 -6.46 -1.16
H -0.69 -5.59 -1.99
H -0.78 -7.16 0.77
H -2.12 -6.54 -0.20
H -1.51 -5.66 2.67
H -2.74 -6.83 2.21
H -2.91 -5.16 1.69
H 1.54 -3.55 2.29
N -2.90 -2.38 2.61
C -2.45 -1.19 3.01
N -2.21 -0.13 2.24
C -1.92 1.00 3.03
C -1.78 2.33 2.62
C -1.56 3.32 3.56
C -1.47 3.03 4.91
C -1.65 1.73 5.35
C -1.88 0.75 4.41
S -2.26 -0.92 4.72
H -2.78 -2.64 1.65
H -3.04 -3.10 3.29
H -1.84 2.57 1.58
H -1.44 4.35 3.23
H -1.28 3.82 5.63
H -1.63 1.49 6.41
C -1.08 -2.61 -4.57
N -1.46 -1.30 -4.06
C -1.93 -0.31 -4.85
C -2.22 0.92 -4.36
C -2.00 1.14 -2.97
N -1.63 0.13 -2.19
C -1.34 -1.09 -2.70
O -0.98 -1.98 -1.95
N -2.19 2.34 -2.40
H -1.16 -2.62 -5.66
H -1.72 -3.38 -4.14
H -0.05 -2.82 -4.28
H -2.06 -0.54 -5.90
H -2.57 1.71 -5.00
H -2.28 3.16 -2.99
H -1.79 2.44 -1.47
*
```

Computed properties:
DFT total energy	-163366.3794	eV
lowest unoccupied orbital energy (spin up / spin down)	-7.66 / -7.62	eV
⟨S²⟩	0.7654
HOMO level (spin up / spin down)	-14.5 / -14.5	eV

Atomic partial charges in e from the Mulliken method, atoms 1 to 8: 4.6252, -0.3833, 0.1129, -0.1999, 0.1932, 0.9958, -0.3683, -0.8353

***

Q: Which of these has the lowest DFT total energy?
A: C46H63Br3FN8O3PS

***

Q: Which of these has the highest DFT total energy?
A: C46H61F9N2O33P

***

Q: Which of these has the highest DFT total energy?
A: C46H61F9N2O33P